The following is a DFT calculation (the ωB97M-V functional and the def2-TZVPD basis) of a 2-piece molecular cluster, C2H6F2Si overall in a non-equilibrium geometry.

Geometry as XYZ:
```
11
Properties=species:S:1:pos:R:3:mulliken_charge:R:1
C 0.91346 0.33252 0.79421 -0.7970
C -1.83315 -0.83978 -0.70757 -0.8831
F 3.67272 0.64134 -0.40073 -0.3638
F -1.92392 1.39212 0.92670 -0.2656
Si -0.78499 0.33999 0.41934 0.5892
H 1.58601 0.87013 1.51122 0.2942
H 1.55629 -0.19137 0.03384 0.1813
H 2.96148 0.70488 0.15220 0.3834
H -2.83132 -1.10812 -0.20934 0.2675
H -1.95590 -0.27393 -1.56724 0.2826
H -1.36067 -1.86778 -0.95263 0.3113
```

For the energy above the lowest of the compared OMol25 structures with the same formula, charge and spin, the calculation gives 4.770 eV. As for the orbital gap: 0.337 Ha. As for the spin multiplicity: 1. The total energy is -15483.5947 eV. Its HOMO energy is -8.916 eV.



The following is a DFT calculation (the ωB97M-V functional and the def2-TZVPD basis) of C2H6FLaO2 as an isolated structure in a non-equilibrium geometry.

Geometry as XYZ:
```
12
Properties=species:S:1:pos:R:3:mulliken_charge:R:1
F 2.49331 -2.22221 1.26230 -0.5273
La 1.97365 -0.25699 0.59498 2.1874
O 0.49127 1.62266 0.63482 -0.5620
H -0.02627 1.87827 -0.13776 0.3891
C 3.45360 2.78854 2.16208 -0.6257
O 2.49263 2.08089 1.37919 -0.3807
C 1.23502 2.69507 1.19804 -0.0911
H 3.06334 2.92486 3.17915 0.3375
H 4.35865 2.17625 2.18455 0.2803
H 3.67030 3.75529 1.69068 0.2894
H 0.82122 3.00834 2.16600 0.3282
H 1.29962 3.53412 0.49348 0.3749
```

For the energy above the lowest of the compared OMol25 structures with the same formula, charge and spin, the calculation gives 0.000 eV. The net charge is +2. As for the orbital gap: 0.382 Ha. As for the spin multiplicity: 1. The total energy is -9826.8396 eV. Its HOMO energy is -20.217 eV.



The following is a DFT calculation (the ωB97M-V functional and the def2-TZVPD basis) of one molecule with the formula C2H6FN3 in a non-equilibrium geometry.

Geometry as XYZ:
```
12
Properties=species:S:1:pos:R:3:mulliken_charge:R:1
C -0.10602 0.15489 -0.19066 0.6135
C -1.57194 0.15105 0.05660 -0.2937
H 2.15978 -0.19095 0.84850 0.2891
H 2.47802 -0.22150 -0.59023 0.2887
H 0.19361 -2.11088 0.08242 0.3618
H -0.30268 2.11679 -0.36521 0.1985
H -1.80577 1.13252 -0.51031 0.2090
H -1.84792 0.47653 1.14126 0.2241
N 2.04998 -0.90505 0.03493 -0.6595
N 0.57368 -0.97480 -0.27667 -0.2058
N 0.44265 1.38645 -0.10009 -0.7388
F -2.26337 -1.01505 -0.13053 -0.2869
```

For the energy above the lowest of the compared OMol25 structures with the same formula, charge and spin, the calculation gives 2.299 eV. As for the orbital gap: 0.368 Ha. As for the spin multiplicity: 1. The total energy is -9355.7826 eV. Its HOMO energy is -9.299 eV.



The following is a DFT calculation (the ωB97M-V functional and the def2-TZVPD basis) of a 3-piece molecular cluster, C2H6FN3O2 overall in a non-equilibrium geometry.

Geometry as XYZ:
```
14
Properties=species:S:1:pos:R:3:mulliken_charge:R:1
C -1.00656 0.89121 1.59306 0.5310
C -0.08134 -1.12069 -0.90363 -0.0802
N -0.23115 0.71259 0.70892 -0.3355
N 2.32469 0.95569 -0.08356 -0.8700
N -2.36595 -1.09574 -0.96289 -0.3737
O -1.89304 0.95677 2.34233 -0.4775
O -1.18283 -1.73269 -0.57071 -0.0147
F 0.91671 -1.92637 -0.48251 -0.1712
H 2.37439 1.55295 -0.89816 0.2398
H 0.76048 0.88482 0.47391 0.4870
H 2.42969 -0.00327 -0.38945 0.2459
H 3.09452 1.18436 0.53441 0.2361
H -2.14425 -0.12591 -1.19938 0.3086
H -2.99535 -1.13373 -0.16234 0.2743
```

For the energy above the lowest of the compared OMol25 structures with the same formula, charge and spin, the calculation gives 0.000 eV. As for the orbital gap: 0.375 Ha. As for the spin multiplicity: 1. The total energy is -13450.7108 eV. Its HOMO energy is -9.485 eV.



The following is a DFT calculation (the ωB97M-V functional and the def2-TZVPD basis) of a 2-piece molecular cluster, C2H6FNOS overall in a non-equilibrium geometry.

Geometry as XYZ:
```
12
Properties=species:S:1:pos:R:3:mulliken_charge:R:1
C 1.29354 1.01692 -0.53329 -0.8616
C 0.12717 -0.78185 0.70590 -0.5377
N 0.12913 0.43821 0.10406 0.0328
O -1.81395 -1.70226 -0.18558 -0.7765
F -1.85469 1.37575 1.44213 -0.2448
S -1.51467 1.05879 -0.14074 0.2611
H 1.62585 0.46914 -1.40995 0.3775
H 1.31988 2.07884 -0.75837 0.3099
H 2.22460 1.13695 0.04550 0.3382
H -1.51607 -2.71042 -0.71251 0.2012
H 0.93040 -1.38630 0.38384 0.3411
H -0.95117 -0.99375 1.05901 0.5590
```

For the energy above the lowest of the compared OMol25 structures with the same formula, charge and spin, the calculation gives 5.540 eV. As for the orbital gap (alpha / beta): 0.274 / 0.274 Ha. As for the spin multiplicity: 1. The total energy is -19255.3142 eV. Its HOMO energy (alpha / beta) is -8.302 / -8.303 eV.



The following is a DFT calculation (the ωB97M-V functional and the def2-TZVPD basis) of C2H6FOPb as an isolated structure in a non-equilibrium geometry.

Geometry as XYZ:
```
11
Properties=species:S:1:pos:R:3:mulliken_charge:R:1
Pb -0.90229 -0.10557 -4.64147 1.5932
F 0.10545 -1.42619 -2.78165 -0.6027
C 0.30127 0.59127 1.70431 -1.1018
C -0.18938 0.21908 0.30071 -0.0616
O -0.04981 -1.20697 0.19966 -0.4858
H 1.36705 0.38583 1.79307 0.2861
H -0.18665 -0.02262 2.46232 0.2941
H 0.09244 1.62408 1.98540 0.3393
H 0.44125 0.80781 -0.37289 0.2118
H -1.21129 0.52253 0.06085 0.2379
H 0.23195 -1.38925 -0.71031 0.2894
```

For the energy above the lowest of the compared OMol25 structures with the same formula, charge and spin, the calculation gives 0.000 eV. The net charge is +1. As for the orbital gap: 0.156 Ha. As for the spin multiplicity: 1. The total energy is -12174.1478 eV. Its HOMO energy is -12.421 eV.



The following is a DFT calculation (the ωB97M-V functional and the def2-TZVPD basis) of one molecule with the formula C2H6FP in a non-equilibrium geometry.

Geometry as XYZ:
```
10
Properties=species:S:1:pos:R:3:mulliken_charge:R:1
F 1.59073 0.20918 -1.75671 -0.2905
P 0.50104 0.03158 -0.54800 0.2293
C -0.43414 1.50542 0.13021 -0.8060
C 0.08863 -1.56717 0.21936 -0.7715
H 0.21874 2.05880 0.79780 0.2696
H -0.65345 2.19937 -0.68722 0.2669
H -1.33343 1.21913 0.69029 0.2855
H -0.82460 -1.93615 -0.23561 0.2690
H -0.06715 -1.43333 1.31654 0.2663
H 0.91363 -2.28682 0.07334 0.2814
```

For the energy above the lowest of the compared OMol25 structures with the same formula, charge and spin, the calculation gives 2.435 eV. As for the orbital gap: 0.251 Ha. As for the spin multiplicity: 1. The total energy is -14175.2884 eV. Its HOMO energy is -6.527 eV.



The following is a DFT calculation (the ωB97M-V functional and the def2-TZVPD basis) of one molecule with the formula C2H6FPS2 in a non-equilibrium geometry.

Geometry as XYZ:
```
12
Properties=species:S:1:pos:R:3:mulliken_spin:R:1
C -1.52826 -0.58353 -0.68710 0.0082
C -0.65122 0.27830 0.19021 0.0396
F 1.57842 -0.59452 1.68523 0.0136
P 1.11844 -0.32493 0.12037 0.4252
S 1.73160 -1.66971 -1.03993 0.2668
S 2.38084 1.72616 0.00250 1.2522
H -1.11112 -0.57320 -1.64818 -0.0005
H -1.68742 -1.68656 -0.38512 -0.0016
H -2.55710 0.07518 -0.62861 0.0071
H -1.05183 0.38494 1.23627 -0.0026
H -0.59223 1.28598 -0.27135 0.0093
H 2.36990 1.68189 1.42571 -0.0174
```

For the energy above the lowest of the compared OMol25 structures with the same formula, charge and spin, the calculation gives 0.000 eV. As for the orbital gap (alpha / beta): 0.229 / 0.209 Ha. As for the spin multiplicity: 3. The total energy is -35845.2338 eV. Its HOMO energy (alpha / beta) is -5.802 / -9.223 eV.



Question: Which value of energy above the lowest of the compared OMol25 structures with the same formula, charge and spin does entry 4 give?
Answer: 0.000 eV



Question: What is the spin multiplicity in the fourth record?
Answer: 1



Question: Which of these has the lowest total energy?
Answer: C2H6FPS2



Question: Number 3 is which compound?
Answer: C2H6FN3